Record 1
Density functional theory data (the ωB97M-V functional and the def2-TZVPD basis) for a structure of composition C39H36N2O7Ru.

The geometry in ORCA input format:
```
! wB97M-V def2-TZVPD RIJCOSX def2/J DEFGRID3
* xyz -1 2
H -1.676 -7.971 0.509
H -2.405 -3.532 -1.204
H -1.159 -2.573 4.839
C -3.753 -3.177 2.759
H 1.667 -6.657 -1.816
O 1.406 0.022 0.658
H 3.197 1.629 -3.366
H 3.588 -0.616 -3.434
N -1.604 -0.292 -0.721
C -2.267 -1.453 -0.956
H 2.077 -2.746 -3.359
H -3.488 3.761 -4.284
C -3.047 -3.296 1.568
H 0.256 -8.502 -0.949
H 0.579 6.827 2.784
C -1.502 4.526 -4.533
C -0.914 5.216 0.203
H -4.275 1.742 -0.521
C -2.357 0.815 -0.516
H 1.180 2.829 1.331
H -1.318 1.768 1.037
C 0.338 6.032 2.088
O 3.339 0.534 1.661
H 3.793 1.546 -0.772
C 2.922 -0.922 -2.621
C -1.663 -3.169 1.540
C 0.818 -6.440 -1.180
C 0.028 -7.474 -0.695
H -4.831 -3.274 2.755
C -0.615 6.233 1.099
H -0.911 -2.858 -1.834
H -1.695 4.952 -5.510
C 3.348 0.554 -0.701
C -0.985 3.378 -2.025
H -3.624 -2.827 4.873
C 0.529 -5.124 -0.851
H -2.573 2.753 0.297
C -3.643 -1.475 -1.176
C -0.554 -4.814 -0.031
C -1.054 -7.175 0.118
H 1.148 -4.329 -1.247
C -1.342 -5.856 0.445
C 0.983 4.805 2.175
C -1.755 2.064 0.079
O 0.488 1.977 -0.695
C -3.737 0.820 -0.691
H -3.594 -3.490 0.654
C 0.004 4.075 -2.718
C -1.696 -2.789 3.923
H -3.043 2.774 -2.099
C 1.085 1.156 -3.699
H -1.650 5.387 -0.575
C -2.243 3.293 -2.603
C -4.392 -0.326 -1.075
C -0.610 2.804 -0.652
H 0.553 5.146 -4.485
H 2.035 2.288 -2.168
C -1.611 -2.814 -1.000
C 0.681 3.788 1.281
H 1.237 -1.309 -3.940
N 2.460 0.287 -1.864
C -0.242 4.635 -3.957
C -0.269 3.986 0.283
C 2.648 0.361 0.667
Ru 0.541 0.021 -1.215
H 3.486 -1.541 -1.924
H 0.772 -2.486 -0.410
H -5.461 -0.334 -1.250
O 0.339 -2.626 0.460
H 0.983 4.174 -2.265
H 1.728 4.636 2.943
C -3.078 -2.925 3.943
O 0.836 -1.834 -1.989
C -0.994 -2.909 2.734
C -2.501 3.858 -3.848
C 1.726 -1.747 -3.066
H -4.116 -2.420 -1.406
C 2.292 1.433 -2.785
H 0.077 -2.768 2.710
H -2.179 -5.641 1.096
H -1.121 7.188 1.017
H 4.168 -0.162 -0.696
O 0.060 0.615 -3.092
C -0.857 -3.328 0.256
O 1.127 1.445 -4.881
*
```

Expectation value of S² ... 0.753
Calculated total energy ... -2239.00172 a.u.
Gap between HOMO and LUMO (spin up / spin down) ... 7.846 / 7.718 eV

---

Record 2
Density functional theory data (the ωB97M-V functional and the def2-TZVPD basis) for a structure of composition C27H21BrMnN4O9S3.

The geometry in ORCA input format:
```
! wB97M-V def2-TZVPD RIJCOSX def2/J DEFGRID3
* xyz -1 5
H -4.765 3.549 1.296
O -1.463 -3.218 -1.609
H -1.200 -3.505 -6.434
C -3.187 3.158 -0.064
H -1.282 0.495 -3.542
C 2.546 4.186 1.737
C -1.211 -2.628 -5.797
C 4.810 -1.781 -0.122
H 2.003 2.329 -1.027
C 3.393 -0.074 0.753
H 0.622 1.619 2.770
C 1.197 2.271 2.121
C -1.258 -0.376 -4.170
O 4.478 5.150 -0.225
C -1.215 -1.357 -6.362
H 3.276 5.522 -2.384
H -1.256 -3.757 -3.963
C 3.399 4.678 -0.551
C 2.494 -1.544 -0.751
O -0.310 3.938 -1.631
C 1.325 -1.975 -1.456
H 5.458 -0.347 1.327
O -2.222 -0.882 -1.297
C 2.606 3.826 0.400
C -4.910 4.057 -2.051
C 3.722 -2.235 -0.897
H -3.307 3.596 -3.415
N 1.258 1.902 0.842
H 3.244 0.790 1.390
H 4.757 -3.849 -1.902
H 1.751 3.647 3.663
S -2.135 2.761 1.325
C 2.694 -3.725 -2.455
H 3.061 5.079 2.068
Br -0.446 -1.177 1.876
H -6.321 4.379 -0.471
O -1.107 3.762 1.337
C -3.643 3.611 -2.389
H 1.866 4.621 -1.916
C 1.942 2.673 0.000
O -1.643 1.391 0.990
C -4.470 3.583 0.256
C 4.646 -0.714 0.712
H 2.744 -4.571 -3.131
S -1.262 -1.814 -1.848
O -1.283 2.674 -3.462
O -2.985 2.707 2.486
S -1.113 2.809 -2.031
C -1.236 -1.642 -3.617
H -1.263 0.766 -5.969
N 0.147 -1.261 -1.256
C -2.765 3.164 -1.405
H -5.574 4.421 -2.825
C -5.326 4.040 -0.731
C 3.811 -3.334 -1.779
C 1.462 -3.067 -2.294
N 2.367 -0.464 0.045
N 2.837 4.861 -1.767
O -0.640 1.513 -1.467
C -1.246 -0.233 -5.549
C 1.833 3.394 2.615
H 0.600 -3.451 -2.811
H -1.198 -1.248 -7.441
H 5.763 -2.291 -0.199
C -1.226 -2.776 -4.419
Mn -0.400 0.253 0.057
*
```

Expectation value of S² ... 6.105
Calculated total energy ... -6857.51975 a.u.
Gap between HOMO and LUMO (spin up / spin down) ... 6.283 / 8.016 eV

---

Record 3
Density functional theory data (the ωB97M-V functional and the def2-TZVPD basis) for a cluster of 2 separate species, C25H45BrCl2N2O4P2S2 in total.

The geometry in ORCA input format:
```
! wB97M-V def2-TZVPD RIJCOSX def2/J DEFGRID3
* xyz 0 1
H -3.080 -5.607 -0.647
C 2.476 1.282 3.599
H 8.678 4.318 0.369
C -3.581 -1.573 1.691
H -1.751 2.561 1.043
H -4.822 0.421 2.115
C 2.709 0.843 -2.556
H 9.384 3.200 -0.824
H -1.689 -3.852 -2.873
H 0.256 -0.024 3.101
C -5.833 2.971 -1.114
H 1.930 0.600 4.394
H 1.191 2.912 2.640
C 2.064 -0.020 -1.337
H -3.652 -1.822 0.540
H -0.780 1.628 2.782
N 2.329 0.540 -3.966
O -1.068 -1.682 0.168
P 1.515 -2.325 1.252
H -6.095 3.345 -0.036
H 8.309 4.517 -1.364
H -0.943 -4.169 2.198
H 3.492 1.706 -2.315
C -2.302 -5.599 -1.544
H -3.486 2.601 1.769
H 2.854 2.235 4.175
S -1.199 1.516 -1.586
C -0.891 -5.164 1.585
H 3.336 0.646 3.113
C 1.350 -0.567 -4.156
C -2.209 0.454 -0.422
H 6.011 4.869 -1.712
C -4.974 -0.739 2.092
N 7.396 2.884 -0.375
H 7.478 2.172 0.341
C 8.501 3.792 -0.572
C -1.678 -4.087 -1.702
H -4.052 4.536 0.520
H 0.172 -6.235 -0.121
H -2.709 -0.394 -1.097
C -2.256 -0.619 2.057
C 5.973 3.858 -2.128
H -1.681 -1.238 2.900
C -4.282 3.425 -1.458
C 0.044 0.882 2.359
H -0.578 -6.010 2.367
C -2.883 2.502 0.743
H 1.939 -1.098 1.873
H -2.681 0.365 2.519
C -3.386 3.828 -0.145
H -2.498 -3.348 -1.247
O 5.367 1.999 -0.745
H -0.198 -2.354 -3.404
H 1.092 -0.812 -5.298
C 6.207 2.846 -1.042
H -1.509 -6.458 -1.490
O -3.310 1.229 0.148
H 2.406 0.272 -0.236
Cl -1.882 4.865 -0.623
H -5.902 -1.105 1.477
H 1.302 -5.192 0.966
C 0.266 -5.176 0.422
H -6.516 3.485 -1.940
H 1.014 -3.216 2.265
C -1.289 -0.363 0.715
H 2.000 1.784 1.355
H -5.906 1.786 -1.228
H -2.965 -5.780 -2.520
C 0.268 -2.051 -0.217
S 3.144 -3.048 0.377
C 0.563 -1.508 -3.085
Cl -4.417 4.932 -2.591
H -1.478 1.187 -2.942
H 6.723 3.741 -2.916
H 4.984 3.702 -2.567
H -3.830 2.579 -2.129
O -0.141 0.496 0.962
H -1.966 -5.450 1.222
Br -3.652 -3.246 2.854
C 1.459 1.775 2.398
H -5.190 -1.059 3.221
P 0.067 -3.860 -0.942
C 0.939 -1.230 -1.478
*
```

Calculated total energy ... -6362.94505 a.u.
SMILES string ... CCCO[C@](C[C@H](C)Br)(O[C@]([PH2]=S)(c1ccncc1)P(CC)CC)[C@H](S)OC[C@@H](Cl)[C@@H](C)Cl.CNC(C)=O
Gap between HOMO and LUMO ... 7.552 eV

---

Record 4
Density functional theory data (the ωB97M-V functional and the def2-TZVPD basis) for a cluster of 3 separate species, C37H25NO7S2 in total.

The geometry in ORCA input format:
```
! wB97M-V def2-TZVPD RIJCOSX def2/J DEFGRID3
* xyz 0 1
C 1.381 8.509 2.402
H 4.542 1.673 3.952
C -1.092 -4.227 2.171
H 0.020 1.579 3.328
C -2.212 -3.332 -6.032
O -2.394 -6.555 -3.288
O -4.952 -5.974 -2.639
C -1.087 -6.282 -1.598
C -4.654 -4.627 -5.896
H -1.932 -5.717 -6.568
C 0.202 -4.613 -6.934
O 2.042 -1.568 1.345
H -1.980 -0.909 -5.589
C 1.632 9.357 0.152
S -3.775 -5.552 -3.580
C 1.628 -1.634 2.496
H 0.356 3.096 -0.680
C 0.723 4.745 2.280
O 0.977 5.459 -1.238
C -1.401 -4.675 -6.507
C 1.194 7.217 1.896
O 1.030 6.271 4.038
C -0.921 -3.578 4.492
H 3.608 0.184 2.206
H -3.924 -2.825 -4.512
C 0.988 6.090 2.827
C 0.188 -1.818 -6.398
C 3.269 0.906 5.512
S 0.391 -5.619 -1.081
H -4.279 -2.417 -6.316
H -1.259 -3.678 5.522
C 2.210 -0.779 3.550
C 2.267 -0.008 5.843
C 0.397 3.264 0.395
C -1.514 -4.353 3.494
H 0.259 -3.247 0.810
H -5.774 -4.441 -5.529
C 1.594 9.577 1.529
C 1.438 8.071 -0.355
H -2.308 -5.051 3.749
C 0.098 -2.674 4.166
N -2.354 -6.739 -1.954
H 1.732 10.582 1.924
H 2.135 -3.034 -7.219
H 0.723 -0.758 -6.335
C 3.228 0.127 3.225
H 1.464 7.908 -1.431
H -1.560 -4.824 1.391
C 3.755 0.967 4.207
H 1.806 10.188 -0.528
H 3.671 1.569 6.275
C 0.205 2.407 2.647
C 0.962 5.651 -0.029
H -4.690 -4.765 -7.076
C -0.066 -3.337 1.845
H 0.525 3.828 4.233
H 1.896 -0.054 6.865
H 0.826 -5.569 -7.271
C 0.490 3.675 3.155
C 1.741 -0.857 4.861
O -4.160 -5.831 -5.214
O 0.321 -1.939 6.385
C -3.803 -3.257 -5.614
C 0.151 2.203 1.269
H 1.358 8.688 3.475
H -0.081 1.217 0.873
C 0.694 -1.833 5.223
C 0.534 -2.562 2.846
C 1.207 7.001 0.518
C -1.389 -1.877 -5.957
C 1.015 -3.159 -6.903
C 0.689 4.537 0.902
*
```

Calculated total energy ... -2802.28299 a.u.
Gap between HOMO and LUMO ... 7.214 eV

---

Record 5
Density functional theory data (the ωB97M-V functional and the def2-TZVPD basis) for a cluster of 2 separate species, C2H4O2 in total.

The geometry in ORCA input format:
```
! wB97M-V def2-TZVPD RIJCOSX def2/J DEFGRID3
* xyz 0 1
O -1.549 -0.379 -0.126
H 0.872 -0.879 0.110
H -0.546 -0.397 -1.808
C 1.435 -0.351 0.893
H 1.822 -0.907 1.759
O 1.529 0.817 0.594
C -1.384 0.018 -1.251
H -2.074 0.773 -1.618
*
```

Calculated total energy ... -229.01034 a.u.
SMILES string ... C=O.C=O
Gap between HOMO and LUMO ... 10.744 eV

---

Record 6
Density functional theory data (the ωB97M-V functional and the def2-TZVPD basis) for a structure of composition C53H41BrN2OP2SbSe4SiW.

The geometry in ORCA input format:
```
! wB97M-V def2-TZVPD RIJCOSX def2/J DEFGRID3
* xyz 1 3
H -5.804 1.084 -0.268
C 5.216 2.201 -0.337
C 1.492 -2.087 -2.249
H 3.089 -3.672 -4.774
C -0.132 0.042 -5.410
C -3.630 1.511 -3.446
C 2.068 2.617 4.430
H -1.018 -0.558 -3.555
C -0.991 3.248 -1.110
H 6.969 -0.662 -0.681
P 2.246 -0.297 0.888
C -1.086 5.642 -1.190
H 1.608 -4.141 -2.890
H 3.185 -2.790 -0.227
H 0.921 3.176 -6.142
H -3.054 2.035 2.139
H -0.178 -0.950 -5.829
H -0.379 6.648 0.567
H 4.880 -1.602 0.175
C 3.314 -4.202 1.372
C 6.141 -0.004 -0.462
H 3.232 2.351 0.421
H 3.981 0.224 3.025
C 2.782 1.822 -2.941
Se -3.787 -4.835 -1.150
C -3.839 1.472 -1.036
H 3.128 2.838 -3.031
C 3.155 1.778 4.239
H -1.881 -1.896 3.178
H -3.353 1.521 -0.055
C -2.242 -3.967 2.707
H 3.696 -4.980 0.730
C -5.767 1.114 -2.411
H 1.501 2.295 -1.283
C -1.640 -2.732 2.535
H -0.825 -5.647 0.134
C 0.409 -3.412 -0.568
C 1.875 -0.751 -2.546
C 2.564 -3.444 3.520
P -1.240 1.622 -1.892
C 3.891 0.299 0.327
H -1.328 6.553 -1.714
H 2.350 -3.635 4.560
C -1.913 -5.008 1.847
C 0.992 2.567 3.564
C -4.996 1.289 -3.550
H 1.906 -1.415 3.638
C -1.296 4.419 -1.798
C -0.315 4.525 0.790
C 2.765 -2.859 -4.143
C 2.600 -1.919 1.662
H -3.022 1.592 -4.337
C -0.604 0.276 -4.135
H -1.983 3.276 2.743
H -2.985 -4.108 3.476
Se -5.978 -1.932 -0.022
H 0.748 0.918 -7.144
H 3.310 -5.412 3.135
Si -0.622 1.689 1.344
C 1.927 -3.129 -3.078
H 7.195 1.762 -1.038
Br -2.750 -6.684 2.052
Se -2.017 -1.211 -0.820
N 0.710 -2.230 -1.100
C 4.956 -0.537 0.017
H 0.718 -4.327 -1.062
C 3.046 -2.955 0.838
H 0.090 3.595 -3.879
H 5.309 3.270 -0.456
C 1.869 1.519 -1.955
Se -4.616 -2.242 -3.764
C -5.194 1.229 -1.149
C -0.411 -3.579 0.594
C 0.002 2.606 -4.309
C -0.724 -2.533 1.510
C 6.270 1.361 -0.655
H 4.000 1.812 4.907
O -0.195 -1.271 1.298
C -0.543 3.278 0.222
C 2.786 -0.498 -3.608
C -3.046 1.591 -2.184
C 4.035 1.674 0.147
C -0.574 1.566 -3.592
C 0.481 2.362 -5.585
Sb -4.055 -2.422 -1.405
C 3.144 0.890 3.186
H 3.903 -1.384 -5.198
H 2.057 3.310 5.256
W -0.195 -0.219 -0.256
C 0.396 1.096 -6.140
H -2.001 1.684 3.492
C 0.961 1.699 2.474
N 1.353 0.262 -1.752
H 0.056 4.577 1.803
C 2.317 -2.186 3.000
H -6.816 0.874 -2.497
C -2.057 2.210 2.542
C 2.058 0.840 2.312
C 3.221 0.835 -3.800
H 0.147 3.216 3.744
H -1.720 4.360 -2.791
C -1.011 -4.832 0.818
C -0.564 5.695 0.094
H 3.907 1.058 -4.599
C 3.213 -1.575 -4.393
H -5.449 1.220 -4.526
C 3.088 -4.443 2.717
*
```

Expectation value of S² ... 2.029
Calculated total energy ... -15688.10653 a.u.
Gap between HOMO and LUMO (spin up / spin down) ... 4.904 / 4.991 eV

---

Record 7
Density functional theory data (the ωB97M-V functional and the def2-TZVPD basis) for a structure of composition C20H34ClO3PW.

The geometry in ORCA input format:
```
! wB97M-V def2-TZVPD RIJCOSX def2/J DEFGRID3
* xyz 2 3
O 2.420 -2.613 0.272
C -5.926 2.098 -4.037
C 5.746 -2.252 2.762
C -0.790 2.168 0.565
C -0.158 1.597 1.741
H 6.003 -2.049 3.797
Cl -3.389 1.368 -3.445
H -1.565 -0.988 2.567
H -6.679 2.398 -4.783
C -4.563 1.851 -4.698
C 4.795 -1.180 2.321
C 2.018 -4.741 1.360
H -3.715 0.531 -6.217
H 3.881 -3.803 1.068
C -0.130 -2.011 1.187
H 2.861 -3.033 2.302
C 2.860 -3.515 1.311
H 6.520 1.759 -0.955
C 4.659 0.779 -0.664
H -0.585 1.484 2.739
H 1.993 -5.245 0.401
H -3.100 -0.668 0.320
C -2.101 -1.070 0.340
C -0.292 -2.406 -0.192
H -5.030 -0.206 -5.264
W -0.055 -0.013 0.338
P 3.017 -0.995 0.425
C -1.466 -1.820 -0.702
H -5.404 0.989 -6.524
H 5.279 -3.223 2.666
H -6.292 1.189 -3.540
H 2.413 2.072 -0.407
C 1.453 1.953 0.113
H -1.790 2.588 0.538
H 0.521 -2.456 1.915
C 0.227 2.389 -0.405
C 5.818 1.566 -0.143
H 4.984 -0.201 -1.047
O 4.467 -1.593 0.953
H 4.120 1.319 -1.457
H 0.130 2.874 -1.387
H 0.391 -3.062 -0.734
H -1.845 -1.970 -1.718
H -5.859 2.900 -3.289
H 2.511 -5.404 2.062
H -3.096 2.980 -5.857
H 1.998 1.132 2.153
H -4.779 3.463 -6.160
C 1.241 1.388 1.419
H 5.250 -0.176 2.259
H 1.015 -4.574 1.727
H 3.882 -1.152 2.968
H 6.646 -2.236 2.150
O 3.771 0.574 0.448
H 5.490 2.511 0.287
C -4.683 0.725 -5.734
C -4.074 3.135 -5.379
H -3.978 3.954 -4.652
C -1.309 -1.239 1.546
H 6.327 1.001 0.638
*
```

Expectation value of S² ... 2.053
Calculated total energy ... -1876.08560 a.u.
Gap between HOMO and LUMO (spin up / spin down) ... 5.692 / 5.337 eV

---

Q: Among the records above, which one has the highest calculated total energy?
A: C2H4O2

---

Q: Look up the calculated total energy of the seventh one.
A: -1876.08560 a.u.